# 1
The following is a quantum chemistry calculation of 10 unconnected molecules or ions with the total composition C28H54Br6O5 at a distorted geometry, from OMol25.

ORCA input file:
```
! RIJCOSX wB97M-V def2-TZVPD def2/J DEFGRID3
* xyz 1 2
Br 2.298 2.992 -3.969
C 0.556 2.126 -3.492
C -0.407 3.216 -2.930
Br -1.984 2.457 -1.914
H 0.785 1.376 -2.735
H 0.077 1.526 -4.266
H -0.816 3.831 -3.731
H -0.010 3.911 -2.190
Br 4.029 -3.131 -3.197
C 3.641 -2.752 -1.312
C 3.037 -4.005 -0.529
Br 1.271 -4.694 -1.259
H 3.028 -1.859 -1.194
H 4.667 -2.613 -0.969
H 2.998 -3.799 0.541
H 3.842 -4.741 -0.532
Br 0.132 -3.569 1.996
C -1.439 -4.521 2.806
C -2.520 -4.543 1.674
Br -4.123 -5.523 2.366
H -1.651 -3.914 3.686
H -1.106 -5.491 3.175
H -2.166 -5.057 0.780
H -2.836 -3.555 1.340
C -1.931 -1.515 5.187
C -1.133 -1.015 4.184
C 0.190 -0.687 4.428
C 0.714 -0.972 5.646
C -0.067 -1.463 6.631
C -1.433 -1.633 6.451
H -2.987 -1.662 5.015
H -1.528 -0.908 3.184
H 0.696 -0.247 3.582
H 1.758 -0.795 5.861
H 0.386 -1.643 7.594
H -1.891 -2.041 7.341
C -1.499 -0.780 -4.571
C -0.420 -1.444 -3.974
C 0.663 -1.841 -4.679
C 0.820 -1.491 -6.039
C -0.214 -0.803 -6.694
C -1.348 -0.505 -5.858
H -2.354 -0.432 -4.010
H -0.504 -1.684 -2.924
H 1.455 -2.348 -4.147
H 1.795 -1.598 -6.492
H -0.140 -0.725 -7.769
H -2.231 -0.015 -6.243
C -2.340 2.440 3.114
C -2.284 3.578 2.141
O -1.229 3.318 1.289
H -3.051 2.484 3.939
H -1.398 2.130 3.566
H -2.552 1.543 2.532
H -1.827 4.510 2.473
H -3.226 3.804 1.641
H -0.480 3.869 1.528
C 4.987 0.963 -1.115
C 4.492 2.379 -0.941
O 3.465 2.422 -0.042
H 5.166 0.506 -0.141
H 5.814 0.875 -1.819
H 4.183 0.315 -1.465
H 4.161 2.921 -1.827
H 5.339 2.973 -0.598
H 2.672 2.081 -0.462
C 0.663 6.058 1.307
C 1.861 5.148 0.949
O 1.656 3.937 1.643
H 0.509 5.920 2.377
H -0.184 5.672 0.741
H 0.770 7.113 1.057
H 2.826 5.549 1.259
H 1.944 4.756 -0.065
H 2.359 3.362 1.333
C -0.154 -0.820 -0.454
C 0.098 -0.172 0.910
O 0.608 1.128 0.847
H -0.699 -1.761 -0.374
H 0.781 -1.026 -0.976
H -0.784 -0.135 -1.021
H 0.778 -0.784 1.501
H -0.853 -0.073 1.433
H 0.022 1.882 0.748
C -3.499 -2.718 -2.025
C -4.246 -1.824 -1.065
O -3.312 -1.074 -0.376
H -2.720 -3.234 -1.464
H -3.166 -2.200 -2.924
H -4.178 -3.457 -2.449
H -4.726 -2.411 -0.282
H -4.912 -1.213 -1.675
H -3.432 -0.152 -0.618
*
```

Output
Gap between HOMO and LUMO (spin up / spin down) (Eh): 0.25887 / 0.08879
Expectation value of S²: 0.77

Atomic partial charges in e from the Mulliken method, atoms 1 to 4: atom 1 (Br): -0.1372, atom 2 (C): -0.0693, atom 3 (C): -0.6519, atom 4 (Br): -0.1778

***

# 2
The following is a quantum chemistry calculation of a molecular structure, C28H54BrF2INO2 at a distorted geometry, from OMol25.

ORCA input file:
```
! RIJCOSX wB97M-V def2-TZVPD def2/J DEFGRID3
* xyz 1 1
C 6.856 -0.267 -0.915
C 5.498 -0.777 -1.369
C 4.417 -0.100 -0.607
O 3.157 -0.372 -1.205
C 2.055 0.034 -0.487
C 1.190 -1.208 -0.384
C 1.795 -2.223 0.559
C 1.931 -3.586 -0.078
C 3.169 -3.759 -0.875
F 0.825 -3.810 -0.872
N -0.215 -0.806 -0.038
C -1.016 -1.950 0.509
C -1.161 -2.029 2.021
C -2.427 -1.493 2.650
C -3.615 -2.288 2.141
C -2.662 0.002 2.619
C -4.118 0.330 2.945
C -4.304 1.709 3.431
C -4.891 2.694 2.781
C -4.959 4.048 3.373
C -5.522 2.533 1.447
C -0.840 -0.143 -1.232
C -1.350 -1.185 -2.215
C -2.844 -1.306 -2.267
F -3.211 -1.662 -3.520
C 0.184 0.734 -1.951
C -0.542 1.728 -2.857
C -0.394 1.454 -4.343
C 1.304 1.257 -1.062
I 2.649 2.322 -2.353
C 0.843 2.129 0.152
Br 2.217 3.358 0.742
C -0.454 2.880 -0.037
C -0.352 4.265 -0.631
H 7.545 -0.251 -1.729
H 7.250 -0.903 -0.181
H 6.784 0.714 -0.487
H 5.444 -1.820 -1.145
H 5.352 -0.607 -2.416
H 4.424 -0.457 0.410
H 4.586 0.961 -0.566
H 2.364 0.294 0.511
H 1.173 -1.655 -1.352
H 1.270 -2.320 1.487
H 2.780 -1.901 0.810
H 1.928 -4.313 0.710
H 3.978 -4.020 -0.227
H 3.034 -4.550 -1.577
H 3.426 -2.866 -1.410
H -0.152 -0.121 0.705
H -0.555 -2.841 0.149
H -1.997 -1.916 0.098
H -1.109 -3.073 2.258
H -0.302 -1.569 2.474
H -2.328 -1.720 3.693
H -3.330 -3.298 1.935
H -4.395 -2.282 2.868
H -4.022 -1.849 1.252
H -2.425 0.462 1.675
H -2.063 0.450 3.387
H -4.468 -0.359 3.686
H -4.696 0.213 2.055
H -3.923 1.910 4.404
H -4.259 4.150 4.172
H -5.943 4.247 3.755
H -4.743 4.794 2.644
H -6.456 2.019 1.526
H -4.890 2.028 0.743
H -5.745 3.494 1.034
H -1.683 0.431 -0.914
H -1.059 -0.907 -3.204
H -0.913 -2.143 -2.016
H -3.308 -0.361 -2.059
H -3.238 -2.037 -1.586
H 0.696 0.066 -2.611
H -1.588 1.662 -2.622
H -0.254 2.726 -2.621
H 0.181 0.573 -4.541
H -1.354 1.303 -4.787
H 0.039 2.286 -4.848
H 0.781 1.513 1.024
H -0.892 2.987 0.931
H -1.139 2.316 -0.627
H -1.298 4.534 -1.049
H 0.380 4.318 -1.409
H -0.122 4.980 0.122
O 8.996 -2.526 -0.025
H 9.778 -1.969 -0.055
H 9.244 -3.308 -0.524
*
```

Output
Gap between HOMO and LUMO (Eh): 0.32649

Atomic partial charges in e from the Mulliken method, atoms 1 to 4: atom 1 (C): -1.4497, atom 2 (C): -0.1067, atom 3 (C): -0.6518, atom 4 (O): -0.2175

***

# 3
The following is a quantum chemistry calculation of 5 unconnected molecules or ions with the total composition C28H54ClI2NO20P4 at a distorted geometry, from OMol25.

ORCA input file:
```
! RIJCOSX wB97M-V def2-TZVPD def2/J DEFGRID3
* xyz 0 1
C -3.027 -4.717 1.716
C -2.336 -4.027 0.821
C -2.540 -2.565 0.520
C -1.367 -1.564 0.744
O -1.967 -0.336 1.042
C -2.712 0.323 0.013
C -4.141 0.631 0.474
C -0.349 -1.617 -0.483
Cl -0.711 -2.899 -1.728
O -0.128 -0.397 -1.172
C -0.592 -0.228 -2.370
N -1.154 0.099 -3.316
O 0.864 -2.005 0.048
C 0.514 -2.795 1.183
O 0.878 -3.900 1.338
C -0.407 -1.852 1.964
C -1.170 -2.379 3.189
C -1.245 -1.362 4.312
C -2.103 -0.345 4.269
C 0.615 -0.742 2.350
I 0.484 1.220 1.568
C 1.646 -0.918 3.181
C 2.637 0.156 3.561
I 2.087 -2.721 4.173
H -3.944 -4.357 2.167
H -2.702 -5.711 1.993
H -1.563 -4.555 0.277
H -3.354 -2.208 1.151
H -2.898 -2.467 -0.505
H -2.205 1.275 -0.169
H -2.698 -0.206 -0.939
H -4.248 1.697 0.663
H -4.841 0.385 -0.324
H -4.387 0.086 1.382
H -2.194 -2.640 2.949
H -0.699 -3.289 3.557
H -0.605 -1.486 5.178
H -3.037 -0.395 3.722
H -1.908 0.583 4.795
H 3.412 -0.253 4.201
H 2.118 0.922 4.139
H 3.109 0.589 2.682
C -0.484 4.729 0.979
O -0.818 5.593 2.069
P -2.244 6.271 2.107
O -3.369 5.372 1.829
O -2.178 7.544 1.153
C -2.283 7.375 -0.264
O -2.201 6.934 3.530
C -3.349 7.700 3.922
H -0.250 3.746 1.387
H -1.309 4.622 0.274
H 0.387 5.132 0.464
H -2.933 6.535 -0.513
H -1.292 7.223 -0.693
H -2.711 8.287 -0.673
H -4.054 7.056 4.444
H -3.839 8.152 3.059
H -3.013 8.490 4.587
C 4.637 -4.071 -4.592
O 5.527 -3.004 -4.228
P 5.381 -2.330 -2.805
O 5.264 -3.253 -1.675
O 4.187 -1.282 -2.908
C 2.833 -1.740 -2.825
O 6.639 -1.390 -2.844
C 6.873 -0.532 -1.717
H 5.217 -4.963 -4.812
H 3.930 -4.307 -3.797
H 4.089 -3.772 -5.485
H 2.747 -2.607 -2.169
H 2.463 -1.984 -3.822
H 2.238 -0.929 -2.414
H 7.514 -1.042 -1.000
H 5.939 -0.245 -1.236
H 7.372 0.359 -2.088
C 6.685 -7.666 -10.160
O 7.021 -7.175 -8.858
P 7.110 -5.616 -8.607
O 6.002 -4.826 -9.148
O 8.544 -5.145 -9.120
C 8.758 -4.926 -10.516
O 7.306 -5.620 -7.052
C 7.480 -4.354 -6.389
H 5.787 -8.274 -10.080
H 6.497 -6.857 -10.865
H 7.509 -8.282 -10.519
H 7.852 -4.561 -11.000
H 9.089 -5.852 -10.990
H 9.540 -4.178 -10.616
H 6.518 -3.972 -6.078
H 7.969 -3.627 -7.037
H 8.104 -4.518 -5.514
C -5.088 3.805 7.022
O -6.234 4.393 7.650
P -7.637 4.337 6.925
O -8.013 3.036 6.369
O -7.652 5.521 5.857
C -6.991 5.335 4.602
O -8.539 4.925 8.068
C -9.940 5.094 7.804
H -4.684 3.044 7.686
H -5.338 3.341 6.069
H -4.343 4.583 6.867
H -7.035 4.295 4.278
H -5.952 5.654 4.684
H -7.491 5.953 3.861
H -10.477 4.196 8.104
H -10.124 5.295 6.749
H -10.279 5.941 8.394
*
```

Output
Gap between HOMO and LUMO (Eh): 0.32834

Atomic partial charges in e from the Mulliken method, atoms 1 to 4: atom 1 (C): -0.9619, atom 2 (C): -0.2761, atom 3 (C): -1.7686, atom 4 (C): 0.7506

***

# 4
The following is a quantum chemistry calculation of 4 unconnected molecules or ions with the total composition C28H55BClFNO6 at a distorted geometry, from OMol25.

ORCA input file:
```
! RIJCOSX wB97M-V def2-TZVPD def2/J DEFGRID3
* xyz 1 1
C -6.263 1.220 -1.008
C -5.614 0.600 -2.323
C -4.980 1.695 -3.278
C -3.644 1.227 -3.995
C -3.697 -0.244 -4.547
C -2.450 -0.668 -5.413
C -1.044 -0.405 -4.740
C -0.465 -1.626 -3.929
C -1.332 -2.070 -2.667
C -0.587 -1.995 -1.301
C -0.285 -0.707 -0.636
B -0.675 0.741 -1.263
C -2.046 1.403 -0.695
O 0.165 1.350 -2.193
C 0.394 -0.658 0.695
C 0.712 0.725 1.369
C 1.967 1.431 0.698
F 3.091 0.587 0.810
C 0.728 -1.965 1.322
C 1.399 -1.933 2.743
C 0.221 -1.518 3.769
C 0.006 -2.575 4.934
O -1.415 -2.665 5.191
C 0.418 -3.176 0.599
N -0.217 -3.170 -0.648
C -0.470 -4.523 -1.228
C -1.918 -5.040 -0.868
O -2.738 -5.092 -1.729
Cl -2.261 -5.544 0.821
H -5.544 1.834 -0.408
H -7.217 1.773 -1.218
H -6.560 0.336 -0.366
H -6.462 0.092 -2.867
H -4.830 -0.123 -1.966
H -5.752 1.954 -4.054
H -4.810 2.622 -2.663
H -2.813 1.326 -3.241
H -3.395 1.956 -4.825
H -4.596 -0.292 -5.238
H -3.945 -0.971 -3.717
H -2.562 -1.727 -5.776
H -2.479 -0.028 -6.347
H -0.315 -0.227 -5.588
H -1.057 0.554 -4.158
H 0.626 -1.475 -3.670
H -0.467 -2.504 -4.644
H -2.212 -1.368 -2.586
H -1.773 -3.079 -2.886
H -2.963 0.868 -1.071
H -2.025 1.205 0.419
H -2.088 2.508 -0.894
H -0.275 2.149 -2.538
H 1.001 0.599 2.452
H -0.182 1.408 1.379
H 2.162 2.383 1.272
H 1.776 1.733 -0.365
H 2.143 -1.091 2.807
H 1.818 -2.920 3.055
H -0.764 -1.370 3.233
H 0.464 -0.533 4.251
H 0.398 -3.571 4.603
H 0.503 -2.199 5.873
H -1.795 -1.773 5.238
H 0.693 -4.160 1.060
H -0.283 -4.500 -2.335
H 0.309 -5.213 -0.792
C -5.700 5.944 -0.899
C -6.311 4.768 -0.160
O -5.335 4.151 0.675
H -4.854 5.616 -1.506
H -6.435 6.423 -1.548
H -5.318 6.687 -0.194
H -6.671 4.019 -0.866
H -7.153 5.091 0.460
H -5.027 4.816 1.303
C 6.575 -0.098 2.957
C 5.471 0.729 3.588
O 5.362 0.433 4.976
H 6.376 -1.164 3.087
H 6.662 0.117 1.889
H 7.532 0.107 3.436
H 4.510 0.505 3.121
H 5.671 1.800 3.470
H 6.210 0.640 5.386
C 11.156 0.215 2.542
C 10.708 -0.291 3.900
O 9.455 -0.964 3.791
H 10.412 0.897 2.124
H 12.111 0.738 2.616
H 11.263 -0.613 1.836
H 10.581 0.540 4.595
H 11.444 -0.983 4.319
H 9.574 -1.704 3.183
*
```

Output
Gap between HOMO and LUMO (Eh): 0.28797
ΔE to the lowest compared entry with this formula, charge and spin (kcal/mol): 0.0

Atomic partial charges in e from the Mulliken method, atoms 1 to 4: atom 1 (C): -1.2807, atom 2 (C): -0.0919, atom 3 (C): -0.6467, atom 4 (C): 0.3497

***

# 5
The following is a quantum chemistry calculation of a molecular structure, C28H55CaN4P2SSi2 at a distorted geometry, from OMol25.

ORCA input file:
```
! RIJCOSX wB97M-V def2-TZVPD def2/J DEFGRID3
* xyz -1 1
Ca 0.555 0.283 0.064
C -2.267 -3.007 -1.000
P -2.471 -1.184 -0.801
C -4.240 -1.195 -0.220
C -2.778 -0.799 -2.600
C -2.915 0.703 -2.801
P -1.315 1.524 -2.282
C -1.968 3.248 -2.136
C -0.531 1.696 -3.945
H -3.029 -3.431 -1.654
H -2.311 -3.479 -0.022
H -1.274 -3.172 -1.410
H -4.876 -1.802 -0.863
H -4.622 -0.178 -0.186
H -4.264 -1.598 0.790
H -3.659 -1.344 -2.962
H -1.896 -1.157 -3.141
H -3.716 1.088 -2.162
H -3.160 0.944 -3.842
H -2.494 3.557 -3.042
H -1.133 3.923 -1.953
H -2.641 3.303 -1.281
H -1.213 2.122 -4.682
H -0.189 0.720 -4.282
H 0.343 2.336 -3.850
C -3.573 -3.443 3.817
C -2.266 -2.807 4.289
C -1.428 -2.548 3.141
N -0.809 -2.367 2.197
H -4.194 -3.726 4.664
H -3.359 -4.328 3.220
H -4.115 -2.730 3.201
H -1.735 -3.470 4.978
H -2.463 -1.862 4.803
C 2.768 -1.668 3.028
S 3.000 0.049 3.569
C 4.295 0.550 2.399
H 3.586 -2.279 3.411
H 2.710 -1.703 1.937
H 1.823 -1.994 3.450
H 3.938 0.390 1.381
H 5.203 -0.020 2.586
H 4.479 1.607 2.566
C 1.525 -4.187 -2.787
C 1.797 -4.239 -1.277
C 0.950 -5.347 -0.635
C 3.288 -4.521 -1.049
C 1.457 -2.937 -0.686
C 1.180 -1.864 -0.203
H 1.815 -5.126 -3.260
H 2.094 -3.374 -3.235
H 0.469 -4.010 -2.987
H 1.216 -6.319 -1.051
H -0.108 -5.167 -0.816
H 1.110 -5.365 0.442
H 3.573 -5.469 -1.505
H 3.513 -4.564 0.015
H 3.884 -3.725 -1.489
N 1.835 0.562 -2.014
C 2.677 0.955 -2.710
C 3.666 1.432 -3.535
C 3.359 1.932 -4.793
N 3.100 2.351 -5.839
C 4.986 1.471 -3.104
N 6.091 1.515 -2.771
C 2.524 3.362 -0.333
Si 1.203 3.647 1.031
C 0.596 5.451 0.670
C 2.186 3.784 2.667
C -0.138 2.354 1.048
Si -1.441 2.412 2.370
C -0.857 2.975 4.103
C -2.292 0.712 2.682
C -2.951 3.551 1.977
H 3.215 4.199 -0.402
H 2.064 3.251 -1.311
H 3.118 2.469 -0.150
H 1.376 6.197 0.804
H -0.226 5.713 1.332
H 0.236 5.545 -0.352
H 3.188 4.171 2.505
H 2.278 2.824 3.164
H 1.682 4.455 3.352
H -0.662 2.424 0.090
H 0.058 2.469 4.386
H -1.593 2.777 4.877
H -0.660 4.041 4.103
H -1.648 0.081 3.286
H -2.476 0.183 1.749
H -3.245 0.812 3.196
H -2.608 4.527 1.652
H -3.605 3.703 2.831
H -3.558 3.131 1.178
*
```

Output
Gap between HOMO and LUMO (Eh): 0.26401
ΔE to the lowest compared entry with this formula, charge and spin (kcal/mol): 38.1

Atomic partial charges in e from the Mulliken method, atoms 1 to 4: atom 1 (Ca): 1.3605, atom 2 (C): -1.0542, atom 3 (P): 1.1313, atom 4 (C): -1.2741